# 1
ORCA calculation (ωB97M-V/def2-TZVPD) on 3 unconnected molecules or ions with the total composition C17H38O5S2.

As for the HOMO-LUMO gap: 0.3673 hartree. The strongest force on any atom is 4.72 eV Å⁻¹. The SMILES is O=CO[C@H](S)CCCS(=O)(=O)O.CCCCCC.CCCCCC.

```
! wB97M-V def2-TZVPD RIJCOSX def2/J DEFGRID3
* xyz 0 1
O 0.2730 0.2382 2.5612
C 0.7632 -0.2361 3.6061
O 1.7530 0.5501 4.2743
C 3.0381 0.0684 3.7822
S 3.9597 -0.6640 5.2591
C 3.8821 1.2488 3.1070
C 4.1112 1.0189 1.5113
C 5.0517 -0.2674 1.3804
S 5.2968 -0.8225 -0.3890
O 3.9851 -1.2153 -0.9899
O 6.1147 0.1357 -1.1987
O 6.2193 -2.2490 -0.2648
H 0.5042 -1.2625 4.0247
H 2.8183 -0.8014 3.0649
H 3.7288 -2.0306 5.2429
H 3.2778 2.2072 3.2207
H 4.9161 1.2848 3.5872
H 4.6069 1.9914 1.1447
H 3.1177 0.9377 0.9543
H 4.5915 -1.1771 1.9164
H 6.0835 -0.0239 1.7985
H 6.9109 -1.9900 0.4005
C 2.6122 -1.1490 -4.1206
C 1.7385 -0.3794 -3.1403
C 0.5198 -1.1729 -2.6653
C -0.4786 -1.5582 -3.7611
C -1.0550 -0.3870 -4.5586
C -1.8606 0.5834 -3.7053
H 2.0724 -1.3910 -5.0396
H 3.4844 -0.5510 -4.3973
H 2.9700 -2.0806 -3.6742
H 1.4274 0.5690 -3.5903
H 2.3431 -0.1198 -2.2666
H 0.0045 -0.5943 -1.8909
H 0.8637 -2.0904 -2.1737
H -1.3038 -2.1116 -3.2973
H -0.0042 -2.2568 -4.4574
H -1.7101 -0.7892 -5.3394
H -0.2574 0.1535 -5.0770
H -2.6921 0.0709 -3.2130
H -2.2760 1.3790 -4.3290
H -1.2429 1.0546 -2.9368
C -6.6730 1.5395 2.1466
C -5.4276 0.7830 2.5883
C -4.1249 1.4666 2.1690
C -3.9117 1.5966 0.6580
C -3.9368 0.2795 -0.1196
C -2.8279 -0.6808 0.2882
H -6.7405 1.6063 1.0583
H -7.5709 1.0277 2.5028
H -6.6781 2.5535 2.5559
H -5.4638 -0.2413 2.2047
H -5.4394 0.7016 3.6806
H -3.2843 0.9201 2.6094
H -4.0927 2.4699 2.6098
H -2.9486 2.0913 0.4869
H -4.6699 2.2656 0.2388
H -3.8259 0.5054 -1.1860
H -4.9083 -0.2122 -0.0105
H -1.8450 -0.2241 0.1436
H -2.8721 -1.5878 -0.3204
H -2.9178 -0.9807 1.3351
*
```

# 2
ORCA calculation (ωB97M-V/def2-TZVPD) on a molecular structure, C17H39AgN5O9S.

As for the HOMO-LUMO gap: 0.3453 hartree. The strongest force on any atom is 7.19 eV Å⁻¹.

```
! wB97M-V def2-TZVPD RIJCOSX def2/J DEFGRID3
* xyz 1 1
Ag -13.2578 -12.8654 0.2709
C -13.0525 -9.0629 4.0138
C -13.6425 -10.4341 4.3501
O -14.4088 -10.9034 3.2071
S -14.4681 -9.8560 1.9628
O -15.8783 -9.5511 1.6431
O -13.5973 -10.3380 0.8717
O -13.7957 -8.6346 2.9570
H -12.0423 -9.2911 3.6738
H -13.0107 -8.2383 4.7253
H -14.3196 -10.3808 5.2026
H -12.7803 -11.0620 4.5747
C -15.2916 -13.9406 4.3971
C -15.5470 -13.9002 2.9095
O -14.6074 -13.9013 2.1679
N -16.8473 -13.8816 2.5651
C -17.1964 -13.7892 1.1653
H -14.3050 -14.0784 4.8394
H -15.9997 -14.5946 4.9062
H -15.6787 -13.0044 4.7991
H -17.4877 -14.0404 3.3298
H -16.6333 -14.5922 0.6897
H -16.6810 -12.9854 0.6395
H -18.2851 -13.7459 1.1358
C -16.0337 -10.1961 -2.8693
C -15.6517 -11.6064 -2.3466
O -14.5816 -11.8228 -1.7334
N -16.5864 -12.5652 -2.5773
C -16.3129 -13.9204 -2.1463
H -17.0718 -10.0596 -3.1723
H -15.3294 -9.8721 -3.6355
H -15.8065 -9.3835 -2.1792
H -17.4438 -12.4694 -3.1025
H -15.7007 -13.9272 -1.2445
H -15.9063 -14.5558 -2.9331
H -17.2583 -14.3858 -1.8674
C -10.2869 -13.0662 3.5495
C -11.2323 -14.1447 2.9039
O -11.7297 -13.7294 1.8014
N -11.5159 -15.2945 3.6850
C -12.5799 -16.1672 3.2422
H -10.2430 -13.1763 4.6330
H -10.4634 -12.0428 3.2184
H -9.2963 -13.3991 3.2398
H -10.9154 -15.4374 4.4845
H -13.4917 -15.8934 3.7731
H -12.4302 -17.1818 3.6113
H -12.5947 -16.2385 2.1546
C -11.5953 -9.7322 -1.2866
C -10.7854 -10.8426 -1.8053
O -10.9476 -11.9521 -1.3386
N -10.1204 -10.6606 -3.0019
C -9.4900 -11.6332 -3.6650
H -12.5507 -10.2144 -1.4934
H -11.4446 -8.8543 -1.9148
H -11.3809 -9.5228 -0.2386
H -10.4618 -9.9388 -3.6204
H -9.9684 -11.7639 -4.6356
H -9.5582 -12.6615 -3.3101
H -8.5010 -11.4050 -4.0624
C -15.0181 -17.2460 0.3242
C -14.2865 -16.5998 -0.8247
O -13.5480 -15.6441 -0.5010
N -14.4325 -17.1020 -1.9740
C -13.6947 -16.6543 -3.1541
H -14.7092 -17.1394 1.3640
H -15.1154 -18.3194 0.1615
H -16.0444 -16.8813 0.2814
H -14.8678 -17.9952 -2.1548
H -14.0012 -17.2583 -4.0082
H -12.6292 -16.8731 -3.0842
H -13.9462 -15.5995 -3.2644
*
```

# 3
ORCA calculation (ωB97M-V/def2-TZVPD) on a molecular structure, C17H39Cl2FN5O7V.

As for the HOMO-LUMO gap: 0.3320 hartree. The strongest force on any atom is 1.62 eV Å⁻¹.

```
! wB97M-V def2-TZVPD RIJCOSX def2/J DEFGRID3
* xyz 0 1
O -22.7002 -18.4020 11.4404
V -23.8315 -18.5669 10.3039
O -23.8291 -17.2506 9.4113
F -24.3921 -20.5425 10.8858
C -27.5662 -19.6059 7.5482
C -26.4286 -19.8594 8.4804
O -25.4965 -19.0549 8.5587
N -26.4233 -20.9351 9.2771
C -27.4502 -21.9614 9.3408
H -27.2522 -19.5067 6.5102
H -28.0180 -18.6451 7.8009
H -28.3606 -20.3509 7.5791
H -25.6670 -20.9928 9.9717
H -27.2363 -22.6195 10.1853
H -27.3596 -22.6502 8.4958
H -28.4459 -21.5523 9.4873
C -26.8895 -18.5624 13.0845
C -26.1148 -17.3821 12.5401
O -25.4965 -17.4814 11.4688
N -26.1237 -16.2573 13.2605
C -25.5839 -14.9795 12.8316
H -27.5431 -18.9329 12.2941
H -27.5686 -18.2823 13.8898
H -26.1750 -19.3392 13.3427
H -26.5939 -16.2651 14.1487
H -26.3825 -14.2471 12.7022
H -25.1544 -15.1254 11.8420
H -24.8357 -14.5985 13.5209
C -17.5206 -15.6302 14.0843
C -18.7832 -16.0720 13.3840
O -19.8430 -15.4896 13.5547
N -18.6847 -17.1386 12.5732
C -19.7183 -17.5797 11.6498
H -17.7415 -15.5772 15.1511
H -17.3857 -14.5990 13.7559
H -16.6604 -16.2765 13.9455
H -17.7685 -17.5277 12.4386
H -19.5463 -17.2399 10.6293
H -20.7007 -17.3365 12.0308
H -19.6258 -18.6686 11.6232
C -22.2881 -14.6094 10.8918
C -21.1530 -13.6421 10.6161
O -21.0077 -13.1840 9.4939
N -20.3081 -13.4302 11.6372
C -19.1734 -12.5359 11.5702
H -23.2207 -14.0394 10.8382
H -22.2557 -15.1225 11.8539
H -22.4071 -15.3596 10.1122
H -20.3104 -14.0425 12.4489
H -19.4610 -11.5712 11.1614
H -18.3321 -12.9819 11.0270
H -18.7743 -12.3821 12.5755
C -20.7840 -19.0026 7.2419
C -21.8331 -19.8245 7.9468
O -22.3191 -19.4000 8.9858
N -22.1635 -21.0025 7.4233
C -23.2024 -21.8307 8.0049
H -21.1683 -18.1763 6.6510
H -20.0873 -19.5922 6.6425
H -20.1766 -18.5740 8.0413
H -21.6455 -21.4148 6.6709
H -22.8566 -22.4397 8.8435
H -23.5918 -22.5053 7.2437
H -24.0175 -21.2224 8.3870
Cl -23.0997 -23.0809 14.7654
C -22.8603 -21.6469 13.7090
C -23.5976 -20.4259 14.2119
Cl -23.4471 -20.0885 15.9369
H -23.1526 -21.9269 12.7037
H -21.7798 -21.5268 13.7627
H -24.6388 -20.6178 13.9512
H -23.2926 -19.5282 13.6793
*
```

# 4
ORCA calculation (ωB97M-V/def2-TZVPD) on a molecular structure, C17H39N8O4SSeV.

As for the HOMO-LUMO gap (alpha / beta): 0.2633 / 0.2425 hartree. The expectation value of S² is 0.761. The strongest force on any atom is 0.88 eV Å⁻¹.

```
! wB97M-V def2-TZVPD RIJCOSX def2/J DEFGRID3
* xyz 1 2
V 0.8885 0.6612 -1.2363
C 2.9738 1.2543 1.1753
C 3.1408 -0.1990 0.7130
N 1.8934 -0.7146 0.1315
C 1.9766 -1.9810 -0.6010
C 0.5488 -2.3824 -1.0281
N -0.3499 -1.2076 -0.9398
C -1.6659 -1.3633 -1.6100
C -1.9449 -0.3339 -2.6946
C -2.0424 1.1270 -2.2198
N -1.4999 1.3123 -0.8684
C -1.2286 2.7119 -0.5087
C -0.3571 2.7720 0.7500
N 0.5059 1.5785 0.7903
C 1.6269 1.6315 1.7739
H 3.1884 1.9241 0.3452
H 3.7327 1.4556 1.9391
H 3.4610 -0.8521 1.5341
H 3.9106 -0.2440 -0.0601
H 1.2691 -0.8800 0.9234
H 2.4860 -2.7594 -0.0199
H 2.5831 -1.7975 -1.4900
H 0.1601 -3.1959 -0.4066
H 0.5516 -2.7136 -2.0646
H -0.5678 -1.1324 0.0497
H -2.4398 -1.3014 -0.8377
H -1.7510 -2.3692 -2.0269
H -2.8894 -0.6259 -3.1608
H -1.1874 -0.4139 -3.4727
H -3.0795 1.4827 -2.2934
H -1.4542 1.7716 -2.8733
H -2.1469 0.9215 -0.1899
H -2.1408 3.3024 -0.3519
H -0.6965 3.1505 -1.3494
H -0.9633 2.8151 1.6641
H 0.2663 3.6648 0.7156
H -0.1045 0.8397 1.1330
H 1.3787 0.9693 2.6125
H 1.6868 2.6442 2.1746
C 3.0905 3.6914 -3.4828
S 2.0529 2.9511 -2.2754
O 1.8992 3.8806 -1.1883
O 0.7782 2.5532 -2.9274
O 2.6945 1.6597 -1.8759
H 2.5407 4.5230 -3.9162
H 3.3437 2.9591 -4.2437
H 3.9861 4.0542 -2.9866
C -0.4164 -0.6712 5.6968
N -0.2721 -2.0796 5.3698
C -0.0879 -3.0984 6.2770
C 0.0130 -4.2456 5.5700
N -0.1107 -3.9121 4.2402
C -0.0542 -4.8412 3.1255
C -0.2805 -2.5850 4.1234
Se -0.5133 -1.6283 2.5488
H -0.5985 -0.5893 6.7647
H -1.2552 -0.2609 5.1391
H 0.4920 -0.1328 5.4315
H -0.0544 -2.9125 7.3336
H 0.1516 -5.2619 5.8862
H -0.1142 -5.8503 3.5232
H 0.8792 -4.7111 2.5800
H -0.8924 -4.6501 2.4588
N 1.6070 -1.5515 -5.0323
C 1.3450 -0.4247 -4.3160
N 1.1817 0.7188 -5.0040
O 1.2403 -0.4828 -3.0826
H 1.9093 -1.4961 -5.9886
H 1.9055 -2.3516 -4.5030
H 1.1002 0.7144 -6.0047
H 0.9298 1.5455 -4.4711
*
```